No. 1
C4H6O4 | ωB97M-V with the def2-TZVPD basis set

XYZ file:
```
14
Properties=species:S:1:pos:R:3:forces:R:3:nbo_charge:R:1
O -1.8488 0.1296 2.5591 -0.65 -0.33 -2.90 -0.5871
O 2.5445 -0.9867 -2.5009 0.07 1.48 1.98 -0.5792
O -1.6451 -0.2826 0.3036 -0.20 0.52 0.02 -0.5053
O 1.8168 0.4484 -0.8572 0.56 -0.86 -0.13 -0.5113
C -2.3412 -0.1209 1.4484 2.09 0.33 3.21 0.6318
C 2.7735 -0.2000 -1.5829 -2.09 -1.79 -2.50 0.6375
C -0.2447 0.1112 0.3598 0.84 -0.02 0.50 -0.0939
C 0.4453 0.0090 -1.0326 -1.26 -0.40 -0.13 -0.1011
H -3.4115 -0.2765 1.4389 -0.31 -0.20 -1.09 0.1448
H 3.7974 0.0145 -1.3702 0.53 0.80 0.91 0.1444
H 0.2717 -0.5436 1.0899 -0.25 0.44 -0.36 0.2021
H -0.1698 1.1629 0.7034 -0.12 -0.65 -0.03 0.2004
H 0.3735 -1.0369 -1.4566 0.29 1.28 0.43 0.2221
H -0.0777 0.7341 -1.6933 0.50 -0.62 0.09 0.1947
```
Positions in Å, forces in eV/Å.

## Properties
Electronic energy in eV: -12434.4552
Orbital gap in eV: 11.65
Relative energy (zero: lowest compared OMol25 entry of this formula, charge and spin) in kJ/mol: 165.7
Largest force on an atom in Eh/bohr: 0.07475
SMILES: O=COCCOC=O

No. 2
C4H6O4 | ωB97M-V with the def2-TZVPD basis set

XYZ file:
```
14
Properties=species:S:1:pos:R:3:forces:R:3:nbo_charge:R:1
O -0.3027 -1.5605 -1.0855 0.29 0.39 -0.25 -0.7971
C -1.3584 -2.1810 -0.8115 0.59 -0.60 -0.13 0.6278
O -2.3887 -1.7471 -0.2971 -0.58 0.63 0.43 -0.7269
C -0.1490 2.0274 0.7269 -3.57 -1.70 0.57 -0.2731
C -0.3866 0.6544 0.4836 -2.35 0.80 -0.50 -0.2486
C 1.1980 1.0552 0.4501 2.86 0.88 -0.45 0.7027
O 1.8013 0.7776 1.4415 0.26 -0.54 0.60 -0.4147
O 1.7324 1.3093 -0.7370 -0.33 -0.36 -0.10 -0.6021
H -1.3288 -3.2746 -1.0451 -0.09 0.04 -0.01 0.0472
H -0.5158 2.6471 -0.0660 1.04 0.62 -0.61 0.2705
H -0.3188 2.3272 1.7469 1.02 0.44 0.28 0.2612
H -0.7218 0.2978 -0.5053 0.75 -0.47 -0.11 0.3473
H -0.5276 -0.0681 1.2603 0.23 -0.24 0.44 0.2836
H 2.6600 1.0106 -0.6948 -0.11 0.10 -0.16 0.5222
```
Positions in Å, forces in eV/Å.

## Properties
Electronic energy in eV: -12430.0754
Orbital gap in eV: 4.51
Relative energy (zero: lowest compared OMol25 entry of this formula, charge and spin) in kJ/mol: 588.3
Largest force on an atom in Eh/bohr: 0.07772

No. 3
C4H6O4P | ωB97M-V with the def2-TZVPD basis set

XYZ file:
```
15
Properties=species:S:1:pos:R:3:forces:R:3:nbo_charge:R:1
C 2.3051 -0.5212 0.1954 0.02 1.46 0.76 0.3049
C -0.4473 0.6401 0.8384 1.28 -0.36 -2.14 0.3344
C 1.5472 -1.6843 -0.2641 1.80 -4.06 3.95 -0.7264
C -1.4166 1.7589 0.5797 1.03 -2.10 -2.09 -0.7470
O 0.9892 0.9786 -1.7252 0.25 -0.51 3.96 -1.1486
O 3.4028 -0.5190 0.7060 -0.23 -0.07 -0.25 -0.5503
O -0.7392 -0.4312 1.3108 -0.27 -0.10 0.79 -0.6089
O 1.6528 2.3446 0.4180 0.30 -0.32 0.50 -1.1443
P 1.2357 1.0314 -0.1518 -0.88 0.68 -3.36 1.8877
H 0.5639 -1.6918 0.1613 -0.61 0.12 -0.32 0.2640
H 1.6429 -1.7620 -1.2520 -0.53 0.28 -4.30 0.2432
H 2.0562 -2.7417 0.0228 -0.81 2.34 0.05 0.1774
H -1.7710 1.4578 -0.4756 0.95 1.36 1.09 0.2543
H -0.8546 2.6376 0.7766 -0.10 1.26 -0.59 0.2580
H -2.2513 1.5893 1.1439 -2.21 0.01 1.94 0.2016
```
Positions in Å, forces in eV/Å.

## Properties
Electronic energy in eV: -21725.7514
Orbital gap in eV: 8.17
Relative energy (zero: lowest compared OMol25 entry of this formula, charge and spin) in kJ/mol: 290.5
Total charge: -1
Largest force on an atom in Eh/bohr: 0.11560
SMILES: CC(=O)P(=O)([O-])C(C)=O

No. 4
C4H6O7Rb4S | ωB97M-V with the def2-TZVPD basis set

XYZ file:
```
22
Properties=species:S:1:pos:R:3:forces:R:3:nbo_charge:R:1
Rb 3.3337 -5.7407 4.1685 -0.27 0.40 -0.10 0.9935
Rb 0.2032 -6.2070 9.8808 -0.18 0.26 -0.05 0.9963
Rb -3.1658 -4.2520 -0.9882 0.18 0.25 0.27 0.9962
Rb -7.2890 -2.2947 4.4892 0.48 0.14 0.12 0.9974
S -1.4309 -2.3302 4.5473 -1.99 -0.50 0.57 2.5602
O -0.6516 -2.0677 3.3567 2.23 0.61 -1.37 -1.1223
O -0.6419 -2.7049 5.7602 0.57 0.44 0.03 -1.1352
O -2.3026 -1.1291 4.8013 0.26 -1.33 0.31 -1.1008
O -2.2105 -3.5740 4.1998 -1.25 -0.22 0.21 -1.1856
C 2.2036 3.1067 -4.0465 1.59 -0.21 0.96 -0.6414
C 1.4329 1.9535 -3.3212 1.38 2.89 -0.48 0.0736
C 1.0319 2.2393 -1.8533 2.93 0.06 -0.09 -0.0956
O -0.2614 1.7732 -1.8022 -2.19 -1.12 0.09 -0.4747
C -0.7536 1.6061 -3.0560 -3.11 0.95 -1.79 0.9680
O -1.9225 1.3836 -3.4194 3.82 0.15 1.96 -0.5941
O 0.2161 1.9411 -3.9386 -3.07 -1.20 -0.79 -0.4825
H 1.9667 4.1548 -3.8635 -1.03 -0.25 0.78 0.2298
H 2.2745 3.1320 -5.1339 -0.21 -1.07 0.00 0.2382
H 3.2172 3.0604 -3.6485 0.40 -0.09 -0.28 0.2097
H 1.8739 0.9668 -3.4623 0.52 0.11 0.18 0.1790
H 1.1479 3.2568 -1.4801 -0.59 0.43 -0.68 0.1974
H 1.7282 1.7259 -1.1902 -0.46 -0.70 0.17 0.1931
```
Positions in Å, forces in eV/Å.

## Properties
Electronic energy in eV: -32018.6037
Orbital gap in eV: 2.71
Relative energy (zero: lowest compared OMol25 entry of this formula, charge and spin) in kJ/mol: 701.9
Total charge: +2
Largest force on an atom in Eh/bohr: 0.08348

No. 5
C4H6OS | ωB97M-V with the def2-TZVPD basis set

XYZ file:
```
12
Properties=species:S:1:pos:R:3:forces:R:3:nbo_charge:R:1
C -1.5502 -1.0845 -0.2484 0.32 -1.78 -0.31 -0.3210
C -1.2780 2.2947 0.5432 -0.38 -0.29 -0.35 -0.2015
C -0.7007 -0.0509 -0.3009 -0.02 -2.58 -0.47 -0.3100
C -1.0528 1.2095 0.0868 -0.76 2.28 0.62 -0.0449
O 2.4062 0.0906 -1.1547 -0.28 0.63 -0.18 -0.9740
S 2.6849 -0.1447 0.2800 0.20 -2.28 -0.10 0.8996
H -1.3420 -2.1906 -0.3138 0.64 1.48 -0.43 0.2007
H -2.6108 -0.9960 -0.1594 -0.52 0.78 0.58 0.1962
H 3.3403 -1.4400 0.2227 -0.65 1.24 0.70 0.0438
H -1.7346 3.1890 0.8374 0.04 0.76 0.34 0.2290
H 0.3222 -0.1064 -0.6134 0.42 -0.63 -0.22 0.2419
H 1.5155 -0.7706 0.8204 0.99 0.38 -0.19 0.0402
```
Positions in Å, forces in eV/Å.

## Properties
Electronic energy in eV: -17123.0282
Orbital gap in eV: 9.56
Relative energy (zero: lowest compared OMol25 entry of this formula, charge and spin) in kJ/mol: 492.2
Largest force on an atom in Eh/bohr: 0.05107

No. 6
C4H6OS | ωB97M-V with the def2-TZVPD basis set

XYZ file:
```
12
Properties=species:S:1:pos:R:3:forces:R:3:nbo_charge:R:1
C 1.6435 -0.0635 0.3760 -0.30 1.95 -0.15 -0.1641
C 0.1820 -0.3879 -0.0956 -2.38 1.24 -2.35 -0.1819
C -0.7301 0.6918 -0.1795 0.59 0.58 2.07 -0.2967
C -2.2171 0.5646 -0.2025 1.22 -3.69 -0.11 -0.2905
H 1.7110 -1.7057 -0.5345 4.80 2.58 0.43 0.4419
H 1.6585 -0.2667 1.4677 0.12 0.08 -0.57 0.2006
H 1.5769 1.1177 0.2326 1.07 -2.40 0.36 0.1992
H -0.3230 -1.4163 -0.6418 1.87 2.45 2.00 0.2572
H -0.4971 1.7991 0.1830 0.32 -2.46 -1.00 0.2225
H -2.9457 1.2781 -0.4470 -0.07 1.79 -0.32 0.2198
O 2.8645 -0.7193 -0.2486 -7.34 -2.63 -0.33 -0.6322
S -2.9235 -0.8916 0.0902 0.09 0.52 -0.03 0.0243
```
Positions in Å, forces in eV/Å.

## Properties
Electronic energy in eV: -17120.9957
Orbital gap in eV: 7.64
Relative energy (zero: lowest compared OMol25 entry of this formula, charge and spin) in kJ/mol: 688.3
Largest force on an atom in Eh/bohr: 0.15170

No. 7
C4H6OS | ωB97M-V with the def2-TZVPD basis set

XYZ file:
```
12
Properties=species:S:1:pos:R:3:forces:R:3:nbo_charge:R:1
C 2.2717 0.1510 0.0067 -0.74 -1.14 0.53 0.2560
C -0.4581 -0.9101 -0.0547 -1.80 0.61 -0.10 -0.4000
C -1.1162 0.2131 0.7323 1.34 0.92 -0.02 -0.4224
C -1.1582 0.2867 -0.7565 1.08 0.08 -0.51 -0.4162
H 3.2814 -0.1750 0.2907 0.35 0.16 -0.27 0.1376
H -1.0160 -1.8603 -0.0419 0.37 0.51 -0.20 0.2443
H -0.4209 0.9188 1.1965 -0.11 -0.21 -0.27 0.2245
H -2.0221 0.2110 1.2878 -0.64 -0.98 0.36 0.2220
H -2.0889 0.1624 -1.3420 0.69 -0.18 0.61 0.2229
H -0.4610 1.0503 -1.1459 -0.54 -0.64 -0.04 0.2354
O 1.9073 1.2760 -0.0984 -0.11 0.89 -0.17 -0.5365
S 1.2812 -1.3238 -0.0745 0.10 -0.03 0.08 0.2324
```
Positions in Å, forces in eV/Å.

## Properties
Electronic energy in eV: -17126.4585
Orbital gap in eV: 10.09
Relative energy (zero: lowest compared OMol25 entry of this formula, charge and spin) in kJ/mol: 161.3
Largest force on an atom in Eh/bohr: 0.03692
SMILES: O=CSC1CC1

No. 8
C4H6OS | ωB97M-V with the def2-TZVPD basis set

XYZ file:
```
12
Properties=species:S:1:pos:R:3:forces:R:3:nbo_charge:R:1
C 1.9554 1.0567 0.0433 1.93 1.21 2.40 -0.7287
C 1.0783 -0.0748 -0.3750 -2.44 -1.82 1.38 0.2562
C -1.3201 -0.6238 0.0661 3.54 -0.51 2.50 0.0365
C -2.5952 -0.4501 -0.1191 -2.23 -0.12 -2.52 -0.4435
H 2.9623 0.5669 0.1942 -0.75 0.95 -0.91 0.2530
H 1.7604 1.1213 1.3828 -0.07 0.55 -4.23 0.2642
H 2.0456 2.1414 -0.6210 -0.71 -3.35 2.28 0.2726
H -1.0153 -1.5519 1.0550 -0.23 3.31 -3.63 0.2394
H -3.1149 -1.4457 0.3625 0.19 3.23 -1.58 0.2607
H -2.9991 0.6306 -1.2690 0.88 -3.46 3.63 0.2206
O -0.2899 0.3657 -0.4507 0.69 -3.29 1.30 -0.5426
S 1.5326 -1.7362 -0.2690 -0.81 3.31 -0.62 -0.0882
```
Positions in Å, forces in eV/Å.

## Properties
Electronic energy in eV: -17120.5544
Orbital gap in eV: 8.47
Relative energy (zero: lowest compared OMol25 entry of this formula, charge and spin) in kJ/mol: 730.9
Largest force on an atom in Eh/bohr: 0.09908